1.
{"formula": "C2H7S2", "method": "the ωB97M-V functional and the def2-TZVPD basis", "species": ["S", "H", "C", "S", "C", "H", "H", "H", "H", "H", "H"], "coordinates": [[-3.30, 0.40, 0.63], [-2.34, 1.21, 0.18], [1.44, 0.63, 0.85], [1.36, 0.08, -0.95], [2.20, -1.53, -0.47], [1.63, 1.76, 0.96], [0.43, 0.24, 1.45], [2.32, 0.03, 1.40], [2.71, -1.63, 0.57], [2.98, -1.52, -1.24], [1.47, -2.36, -0.50]], "molar_mass_g_mol": 95.212, "total_charge": -1, "e_lumo_ha": 0.1150, "total_energy_ha": -876.742949, "relative_energy_kj_mol": 176.0}

---

2.
{"formula": "C17H20Cl3NO4SSn", "method": "the ωB97M-V functional and the def2-TZVPD basis", "species": ["C", "C", "C", "C", "C", "C", "C", "C", "C", "C", "Sn", "Cl", "Cl", "Cl", "H", "H", "H", "H", "H", "H", "H", "H", "H", "H", "H", "H", "H", "H", "H", "O", "H", "O", "C", "N", "S", "O", "O", "C", "C", "C", "C", "C", "C", "H", "H", "H", "H"], "coordinates": [[-0.65, 0.95, -2.52], [-0.82, -0.42, -2.88], [0.46, -1.04, -2.84], [-2.09, -1.08, -3.21], [1.43, -0.04, -2.50], [0.74, 1.19, -2.31], [1.36, 2.47, -1.95], [-1.73, 1.94, -2.37], [0.72, -2.47, -3.08], [2.88, -0.26, -2.35], [-0.86, -0.74, 1.07], [-1.92, -2.40, 0.08], [-2.77, 0.68, 1.24], [1.29, -1.67, 0.50], [-2.86, -0.34, -3.43], [-2.43, -1.70, -2.37], [-1.97, -1.74, -4.08], [0.01, -3.09, -2.52], [1.73, -2.74, -2.76], [0.62, -2.71, -4.15], [3.07, -1.13, -1.70], [3.35, 0.61, -1.89], [3.36, -0.44, -3.32], [2.28, 2.31, -1.39], [0.68, 3.06, -1.32], [1.60, 3.06, -2.85], [-2.66, 1.46, -2.05], [-1.92, 2.47, -3.32], [-1.46, 2.68, -1.61], [0.22, 1.34, 0.49], [-0.02, 1.87, 1.28], [-2.09, -2.19, 3.51], [-1.15, -1.52, 3.95], [-0.37, -0.72, 3.12], [0.83, 0.23, 3.85], [2.14, -0.17, 3.41], [0.45, 1.62, 3.78], [0.45, -0.51, 5.41], [1.16, -0.32, 6.59], [0.77, -1.04, 7.72], [-0.32, -1.94, 7.65], [-1.01, -2.12, 6.45], [-0.61, -1.40, 5.32], [1.99, 0.38, 6.60], [1.31, -0.92, 8.65], [-0.61, -2.50, 8.54], [-1.85, -2.80, 6.35]], "molar_mass_g_mol": 559.487, "total_charge": -2, "e_lumo_ha": 0.1428, "total_energy_ha": -3008.662158, "relative_energy_kj_mol": 19.3}

---

3.
{"formula": "C6H10O", "method": "the ωB97M-V functional and the def2-TZVPD basis", "species": ["C", "C", "C", "C", "C", "C", "O", "H", "H", "H", "H", "H", "H", "H", "H", "H", "H"], "coordinates": [[-2.38, -0.07, 0.07], [-1.10, 0.66, -0.24], [-0.05, 1.05, 0.76], [0.32, 0.19, -0.42], [1.15, -1.05, -0.18], [2.61, -0.61, -0.27], [2.96, 0.52, -0.53], [-3.15, 0.67, 0.31], [-2.31, -0.76, 0.92], [-2.72, -0.63, -0.80], [-1.28, 1.44, -0.97], [0.33, 2.06, 0.85], [-0.12, 0.52, 1.71], [0.75, 0.72, -1.27], [1.02, -1.86, -0.92], [1.00, -1.50, 0.81], [3.37, -1.39, -0.09]], "molar_mass_g_mol": 98.145, "e_lumo_ha": 0.0390, "total_energy_ha": -309.800918, "relative_energy_kj_mol": 108.8}

---

4.
{"formula": "C48H37AuBrN4O4P2S", "method": "the ωB97M-V functional and the def2-TZVPD basis", "species": ["Au", "C", "C", "P", "C", "C", "C", "C", "C", "C", "C", "C", "C", "C", "C", "C", "P", "C", "C", "C", "C", "C", "C", "C", "C", "C", "C", "C", "C", "H", "H", "H", "H", "H", "H", "H", "H", "H", "H", "H", "H", "H", "H", "H", "H", "H", "H", "H", "H", "H", "H", "H", "H", "Br", "C", "C", "C", "C", "C", "C", "N", "N", "C", "C", "C", "C", "O", "C", "N", "C", "C", "C", "C", "H", "H", "H", "H", "H", "H", "H", "H", "H", "O", "S", "O", "N", "C", "O", "C", "C", "C", "C", "C", "C", "H", "H", "H", "H"], "coordinates": [[0.47, -0.70, -0.01], [3.39, -0.28, 1.39], [2.55, -1.00, 2.44], [0.88, -0.33, 2.20], [0.96, 1.40, 2.65], [1.61, 1.76, 3.84], [1.65, 3.09, 4.22], [1.02, 4.06, 3.44], [0.36, 3.70, 2.28], [0.33, 2.37, 1.88], [-0.33, -1.15, 3.23], [-1.18, -0.41, 4.04], [-2.12, -1.07, 4.83], [-2.19, -2.45, 4.80], [-1.35, -3.19, 3.99], [-0.42, -2.55, 3.19], [2.78, -0.71, -0.28], [3.28, -2.43, -0.47], [4.60, -2.78, -0.16], [5.00, -4.10, -0.27], [4.11, -5.08, -0.69], [2.80, -4.73, -1.00], [2.38, -3.41, -0.90], [3.73, 0.39, -1.32], [4.61, -0.10, -2.28], [5.40, 0.78, -3.00], [5.29, 2.14, -2.79], [4.40, 2.64, -1.84], [3.62, 1.77, -1.10], [4.46, -0.47, 1.47], [3.26, 0.80, 1.50], [2.90, -0.81, 3.46], [2.52, -2.08, 2.29], [2.08, 1.01, 4.46], [2.15, 3.37, 5.13], [1.04, 5.09, 3.75], [-0.14, 4.45, 1.68], [-0.19, 2.08, 0.98], [-1.11, 0.67, 4.06], [-2.78, -0.50, 5.46], [-2.92, -2.96, 5.42], [-1.42, -4.27, 3.96], [0.22, -3.12, 2.53], [5.32, -2.03, 0.14], [6.03, -4.37, -0.04], [4.43, -6.10, -0.77], [2.10, -5.48, -1.33], [1.37, -3.15, -1.15], [4.66, -1.17, -2.48], [6.07, 0.39, -3.75], [5.89, 2.83, -3.37], [4.31, 3.71, -1.69], [2.92, 2.16, -0.37], [-2.96, 4.32, 4.50], [-4.05, 3.54, 3.16], [-4.67, 4.35, 2.23], [-5.47, 3.76, 1.26], [-5.61, 2.38, 1.21], [-5.01, 1.58, 2.18], [-4.23, 2.17, 3.16], [-6.51, 1.85, 0.22], [-6.26, 0.83, -0.44], [-4.97, 0.22, -0.35], [-4.90, -1.10, -0.01], [-3.67, -1.73, 0.25], [-2.49, -1.03, 0.14], [-1.35, -1.57, 0.51], [-2.53, 0.30, -0.39], [-1.35, 0.91, -0.67], [-1.35, 2.10, -1.21], [-2.53, 2.80, -1.52], [-3.73, 2.21, -1.23], [-3.77, 0.93, -0.64], [-4.55, 5.42, 2.26], [-6.00, 4.37, 0.54], [-5.15, 0.51, 2.18], [-3.77, 1.56, 3.93], [-5.82, -1.65, 0.12], [-3.64, -2.76, 0.57], [-0.38, 2.53, -1.45], [-2.48, 3.77, -2.00], [-4.66, 2.72, -1.48], [3.39, -1.64, -4.82], [2.33, -0.72, -4.53], [2.55, 0.68, -4.77], [1.81, -0.94, -2.98], [0.55, -1.23, -2.96], [-0.13, -1.36, -1.88], [-0.11, -1.44, -4.28], [-1.39, -1.87, -4.55], [-1.73, -2.09, -5.89], [-0.80, -1.87, -6.90], [0.49, -1.44, -6.62], [0.80, -1.22, -5.29], [-2.10, -2.05, -3.75], [-2.72, -2.43, -6.14], [-1.08, -2.05, -7.93], [1.22, -1.27, -7.40]], "molar_mass_g_mol": 1104.734, "total_charge": 1, "e_lumo_ha": -0.1437, "total_energy_ha": -6161.714530}

---

5.
{"formula": "C22H43Br20F3Ga", "method": "the ωB97M-V functional and the def2-TZVPD basis", "species": ["F", "C", "F", "Br", "C", "F", "Br", "C", "C", "Ga", "H", "H", "H", "H", "H", "H", "H", "Br", "C", "C", "Br", "H", "H", "H", "H", "Br", "C", "C", "Br", "H", "H", "H", "H", "Br", "C", "C", "Br", "H", "H", "H", "H", "Br", "C", "C", "Br", "H", "H", "H", "H", "Br", "C", "C", "Br", "H", "H", "H", "H", "Br", "C", "C", "Br", "H", "H", "H", "H", "Br", "C", "C", "Br", "H", "H", "H", "H", "Br", "C", "C", "Br", "H", "H", "H", "H", "Br", "C", "C", "Br", "H", "H", "H", "H"], "coordinates": [[-0.40, -2.14, 1.20], [-0.26, -2.19, -0.16], [0.80, -1.41, -0.44], [-1.89, -1.42, -0.87], [0.00, -3.64, -0.63], [1.31, -3.86, -0.32], [-1.00, -4.89, 0.51], [-0.30, -3.93, -2.09], [0.90, -4.52, -2.86], [2.19, -3.00, -3.47], [-0.63, -3.06, -2.63], [-1.10, -4.66, -2.13], [1.41, -5.27, -2.27], [0.51, -5.02, -3.74], [3.67, -3.20, -2.88], [1.52, -1.60, -2.98], [2.15, -3.00, -5.07], [1.45, 2.55, -0.52], [0.82, 2.07, 1.26], [-0.43, 1.23, 1.19], [-2.03, 2.27, 0.81], [0.69, 2.99, 1.83], [1.63, 1.48, 1.70], [-0.62, 0.75, 2.14], [-0.36, 0.47, 0.42], [-0.11, 7.90, -2.00], [0.67, 6.15, -1.62], [1.66, 5.76, -2.67], [0.79, 5.18, -4.31], [-0.15, 5.44, -1.54], [1.15, 6.25, -0.65], [2.24, 4.91, -2.32], [2.33, 6.57, -2.94], [-4.19, 0.30, 7.54], [-5.07, -0.27, 5.90], [-4.83, -1.73, 5.62], [-3.04, -2.06, 4.94], [-4.69, 0.37, 5.11], [-6.12, -0.08, 6.05], [-5.50, -2.07, 4.83], [-4.96, -2.35, 6.50], [-5.04, 4.39, -0.19], [-4.55, 6.01, -1.14], [-4.64, 7.21, -0.24], [-6.48, 7.75, 0.08], [-5.21, 6.08, -2.00], [-3.53, 5.87, -1.48], [-4.16, 8.07, -0.70], [-4.20, 7.04, 0.74], [-0.24, -5.15, 4.50], [0.87, -6.73, 4.63], [2.12, -6.65, 3.80], [1.76, -6.92, 1.90], [0.25, -7.57, 4.35], [1.13, -6.82, 5.69], [2.79, -7.46, 4.07], [2.63, -5.70, 3.88], [-4.88, 9.65, 5.73], [-5.95, 8.81, 4.33], [-5.84, 7.31, 4.38], [-4.14, 6.68, 3.66], [-5.61, 9.22, 3.39], [-6.97, 9.12, 4.52], [-6.60, 6.86, 3.75], [-5.92, 6.91, 5.38], [6.78, 4.11, -5.29], [5.32, 2.86, -4.97], [4.24, 3.46, -4.12], [4.76, 3.55, -2.25], [5.76, 1.97, -4.53], [4.93, 2.61, -5.96], [3.35, 2.84, -4.15], [3.98, 4.47, -4.43], [6.29, -12.14, 4.30], [5.32, -10.72, 3.38], [5.25, -9.46, 4.21], [3.95, -9.62, 5.64], [4.34, -11.11, 3.13], [5.88, -10.53, 2.46], [4.91, -8.63, 3.60], [6.20, -9.21, 4.67], [3.02, -2.17, -7.82], [1.35, -1.41, -8.46], [1.24, 0.05, -8.11], [0.85, 0.32, -6.23], [0.55, -2.00, -8.01], [1.35, -1.55, -9.54], [0.42, 0.51, -8.65], [2.16, 0.59, -8.32]], "molar_mass_g_mol": 2032.383, "total_charge": -1, "e_lumo_ha": 0.0559, "total_energy_ha": -54568.730759}

---

Taking the records one at a time from the top gives HOMO values of -2.32 0.91 -9.78 -9.77 -4.83 eV.